(1)
The following is a quantum chemistry calculation of C18H18ClF5N2NiOS2Se4Te as an isolated structure in a non-equilibrium geometry, from the OMol25 dataset.

Last column: Löwdin charge in e.
Element x y z (Å)
C1 -0.16693 1.93197 4.50021  -0.165
H1 3.05846 2.97989 0.14855  0.096
Se1 0.05149 -2.91398 -2.40257  0.553
Se2 0.03607 -4.78572 2.60968  -0.233
H2 0.64159 -1.87367 2.25339  -0.018
H3 0.61844 2.58978 -0.96017  0.080
Cl1 1.94403 1.92775 2.85577  0.702
F1 -2.27271 -1.81295 -4.19869  0.070
F2 2.52428 -0.45112 -6.35234  0.082
C2 -1.04024 -0.77735 -5.86732  -0.149
C3 0.02279 -0.03518 3.03038  -0.311
H4 -4.00434 -0.45107 0.77762  0.008
N1 -2.43329 2.02093 2.04317  0.103
H5 2.73167 -1.22615 -0.53711  0.090
C4 0.60601 -0.82724 1.94433  -0.196
C5 3.43472 0.84773 -0.16700  -0.246
H6 -2.49659 1.73591 3.01402  0.068
H7 -3.95031 0.02667 2.40112  0.045
H8 3.00907 2.46143 -1.54451  0.111
C6 2.72859 -0.23206 -0.98060  -0.281
Se3 -0.43767 -3.84803 0.58525  -0.156
H9 -1.57336 2.49147 1.81373  0.077
H10 3.09407 -0.30643 -2.00590  0.089
C7 1.34091 -0.80465 -5.80845  -0.154
C8 1.26308 1.89699 -0.42465  -0.346
F3 2.47120 -1.84981 -4.07774  0.050
C9 1.28875 -1.53275 -4.63633  -0.289
C10 -1.27103 1.40209 5.14475  -0.140
F4 -2.18600 -0.41057 -6.47484  0.086
H11 -1.76427 1.95745 5.93264  0.088
Ni1 -0.41500 -1.26064 0.14708  -0.024
C11 -1.06170 -0.56709 3.77023  -0.078
H12 -2.52905 -0.35514 5.28819  0.096
H13 3.29905 0.65427 0.89898  0.059
C12 0.16818 -0.42214 -6.43273  -0.151
C13 0.09287 -1.90753 -4.03787  -0.549
F5 0.20452 0.28467 -7.58098  0.081
N2 -3.81699 0.29515 1.43288  0.058
Se4 -2.39284 -2.43386 1.00695  -0.185
H14 0.92411 1.80723 0.60708  0.018
H15 0.23831 2.89447 4.78542  0.087
C14 -1.69914 0.12146 4.77960  -0.112
Te1 -3.98787 -3.10851 2.84251  -0.016
S1 -2.16920 1.15399 -0.45457  0.616
O1 0.83260 0.59562 -2.66716  -0.480
S2 0.99857 0.29893 -1.23028  0.771
H16 4.50719 0.85450 -0.37191  0.108
H17 -1.38952 -1.56967 3.53176  0.028
C15 -1.06461 -1.50730 -4.69067  -0.264
C16 0.45762 1.21402 3.48605  -0.586
C17 -2.83901 1.14322 1.09466  -0.952
H18 1.61544 -0.48798 1.69910  0.010
C18 2.75800 2.17102 -0.52070  -0.247

Cartesian forces, eV/Å:
C 0.01 -0.01 -0.01
H 0.00 0.00 0.01
Se -0.04 0.55 -0.08
Se 0.22 0.22 0.03
H 0.08 -0.01 0.03
H 0.00 0.01 0.00
Cl -0.03 0.05 0.19
F 0.08 0.01 -0.02
F -0.05 -0.01 0.02
C -0.04 -0.01 0.04
C -0.10 -0.19 0.01
H -0.03 0.08 0.01
N 0.08 -0.03 0.02
H -0.03 0.01 0.03
C 0.15 0.18 -0.21
C 0.01 -0.05 0.05
H -0.06 0.02 -0.02
H -0.04 -0.01 -0.01
H 0.01 0.01 0.01
C -0.08 0.01 -0.08
Se -0.53 -0.19 0.30
H -0.01 -0.01 0.00
H 0.02 -0.01 0.01
C -0.01 0.01 -0.03
C 0.01 -0.05 0.05
F -0.09 0.02 -0.01
C 0.06 0.04 -0.11
C -0.03 -0.05 -0.04
F 0.05 -0.01 0.01
H 0.01 0.00 0.01
Ni 0.09 0.14 0.51
C 0.00 0.00 -0.06
H 0.00 0.00 0.00
H 0.06 -0.01 -0.07
C 0.04 0.02 -0.02
C 0.02 -0.28 0.42
F 0.00 -0.02 0.03
N 0.01 0.14 0.00
Se -0.18 -0.57 -0.83
H 0.02 -0.02 -0.14
H -0.01 0.01 0.00
C 0.03 0.06 0.02
Te 0.23 0.07 0.18
S 0.03 -0.06 -0.08
O -0.06 0.14 -0.36
S 0.13 -0.22 0.24
H 0.00 0.02 -0.02
H -0.04 -0.04 -0.05
C -0.08 0.06 -0.11
C 0.09 0.11 0.08
C 0.00 -0.09 0.00
H 0.01 -0.04 0.06
C -0.03 0.01 -0.02

Summary:
Total charge ... -2
Multiplicity ... 3
Kohn-Sham gap (alpha / beta) ... 5.28 / 5.42 eV

(2)
The following is a quantum chemistry calculation of C18H18ClFN2O8V as an isolated structure in a non-equilibrium geometry, from the OMol25 dataset.

Last column: Löwdin charge in e.
Element x y z (Å)
C1 -2.32970 -4.75050 0.80230  -0.185
C2 -0.68589 4.50144 3.11351  -0.053
H1 2.83810 0.86875 -0.13757  0.040
C3 -1.30280 6.80996 2.74308  -0.146
H2 0.36193 1.27596 -2.15017  0.058
H3 -1.03225 5.92034 4.67850  0.085
O1 -3.47201 -6.81790 0.44222  0.060
C4 -0.95083 5.31535 0.87512  -0.057
H4 4.13420 1.05718 -2.32055  0.064
H5 -0.93121 5.13587 -0.19273  0.105
C5 -0.31763 2.94693 1.22668  -0.133
O2 -0.54976 -0.92706 2.77343  -0.341
H6 -1.50549 7.37500 0.68239  0.084
C6 2.23875 0.02275 -0.52133  -0.254
O3 -0.94201 -5.18728 -2.94528  0.067
N1 -2.23578 -5.91561 -1.22731  0.205
V1 0.43593 -0.09892 0.62106  0.542
H7 0.09945 -3.14208 -2.54918  0.119
O4 -0.73400 -0.65384 -0.79638  -0.147
C7 -1.27181 6.57182 1.37293  -0.127
H8 1.82639 2.24861 -2.07456  0.074
H9 1.38459 1.44007 -3.59977  0.060
C8 -0.03107 1.83160 0.77303  -0.069
H10 -0.45690 3.68554 3.78725  0.107
H11 2.80524 -0.89361 -0.24951  0.032
H12 -1.55182 7.79179 3.12961  0.077
F1 -2.76796 -4.64441 2.06785  0.078
H13 4.18300 -0.70898 -2.42907  0.058
H14 1.71330 -0.78120 -2.45200  0.107
C9 -1.00771 5.75842 3.60655  -0.125
H15 -1.22911 -2.96255 0.81990  0.140
C10 -0.21991 -2.82889 -1.56449  -0.022
C11 -2.75823 -5.91864 0.05024  -0.424
O5 1.07214 -2.14182 1.50053  -0.383
H16 0.63496 -2.67420 -0.91199  0.111
N2 -1.05838 -3.92798 -1.02045  0.037
H17 -2.48039 -6.70782 -1.80051  0.157
C12 2.20518 0.12190 -2.05358  -0.530
H18 3.55783 0.24462 -3.79490  0.055
C13 -1.37388 -5.00324 -1.82693  -0.462
C14 3.59729 0.17704 -2.69587  -0.130
Cl1 0.88203 -1.23821 2.66673  0.678
O6 1.63879 -0.00384 2.42938  -0.358
C15 -1.53972 -3.83540 0.25694  0.063
O7 1.34316 -1.89245 3.86361  -0.326
C16 1.39230 1.33698 -2.50500  -0.107
C17 -0.64621 4.24029 1.72978  -0.275
C18 -1.05658 -1.54180 -1.65571  -0.629
O8 -1.90551 -1.48000 -2.53779  0.021

Cartesian forces, eV/Å:
C -0.53 -0.76 0.08
C -0.02 0.07 0.00
H -0.03 -0.02 0.00
C 0.03 -0.10 -0.02
H 0.07 -0.03 0.00
H 0.02 -0.01 0.02
O -0.27 -0.32 0.11
C -0.03 0.11 0.00
H 0.00 -0.05 -0.04
H 0.00 0.02 0.01
C 0.09 -0.18 -0.29
O 0.78 -0.15 -0.16
H 0.01 0.00 -0.02
C 0.37 -0.24 -0.37
O -0.05 -0.08 -0.08
N 0.08 -0.08 -0.30
V 1.09 0.35 -0.56
H 0.01 -0.03 -0.11
O -1.79 -0.81 -1.62
C 0.03 -0.13 -0.03
H -0.02 -0.05 -0.04
H 0.01 0.00 0.08
C -0.68 1.85 0.62
H -0.01 0.02 0.02
H 0.06 0.13 -0.05
H 0.00 -0.02 -0.01
F 0.00 0.03 0.00
H -0.01 0.05 0.01
H -0.04 0.09 0.02
C 0.02 -0.09 -0.08
H 0.05 0.03 -0.03
C -0.22 -0.37 0.29
C 0.23 0.48 0.29
O -0.15 0.50 0.71
H 0.08 -0.10 0.08
N 0.22 -0.11 -0.52
H 0.02 -0.01 -0.05
C -0.12 0.02 0.07
H -0.03 -0.01 0.12
C 0.12 0.31 0.35
C 0.08 0.00 -0.01
Cl 0.07 -1.07 1.24
O -0.18 -0.66 0.46
C 0.42 0.71 -0.04
O -0.15 0.28 -0.44
C -0.02 0.02 -0.02
C 0.03 -0.09 0.00
C 0.65 0.47 0.23
O -0.29 0.04 0.07

Summary:
Total charge ... -2
Multiplicity ... 4
Kohn-Sham gap (alpha / beta) ... 5.07 / 6.37 eV

(3)
The following is a quantum chemistry calculation of one molecule with the formula C18H18ClN3O2, from the OMol25 dataset.

Last column: Löwdin charge in e.
Element x y z (Å)
H1 -0.35318 4.60487 -1.13613  0.098
H2 4.73377 1.62427 -0.69338  0.086
H3 -3.46279 -0.38808 0.11038  0.114
N1 2.98995 0.96540 -0.97284  0.042
C1 -0.58437 3.55565 -1.24721  -0.090
H4 -3.23957 -0.82291 -2.31569  0.129
O1 -2.22488 -1.95761 0.68913  -0.038
H5 -2.24393 -2.26213 -1.99098  0.133
C2 2.18501 -2.04864 2.69932  -0.076
C3 -1.25416 0.90507 -1.53385  -0.192
C4 2.26132 -0.08648 -0.95680  -0.380
C5 0.84421 0.05819 -1.23210  -0.100
C6 -2.50191 -1.26055 -1.63758  -0.091
H6 -0.10184 -2.98025 1.53760  0.127
H7 -2.66987 3.94349 -1.55639  0.098
O2 4.35392 0.73873 -0.65427  -0.075
H8 -0.20768 1.89421 2.12497  0.113
C7 0.08988 1.27455 -1.29615  -0.119
H9 -3.97958 -2.04717 -0.26445  0.131
H10 3.69325 -1.37564 -0.39838  0.088
C8 -0.05268 -0.95784 -1.43464  -0.008
N2 2.74619 -1.35439 -0.74523  0.164
C9 0.42091 2.61917 -1.15314  -0.017
H11 2.09831 -3.09884 2.43349  0.078
C10 -1.22525 -1.19849 1.24236  -0.270
C11 -2.26311 1.85589 -1.63348  -0.026
Cl1 2.28081 0.95535 3.05561  0.708
H12 0.11279 -2.01773 -1.48245  0.139
C12 -0.10319 -1.90855 1.67003  0.018
H13 -2.12457 0.76594 1.15130  0.112
C13 -0.18366 0.82366 1.99854  -0.085
C14 -3.12137 -1.37095 -0.22686  -0.154
C15 0.93265 0.10842 2.38587  -0.624
N3 -1.31026 -0.46259 -1.63048  -0.045
H14 -3.28977 1.57341 -1.81863  0.105
C16 -1.26964 0.17597 1.43826  -0.014
H15 2.29013 -1.96867 3.78078  0.083
H16 2.12049 -2.03346 -0.34877  0.079
H17 1.44681 2.89325 -0.97315  0.096
C17 0.98536 -1.27807 2.24628  -0.307
C18 -1.90871 3.18008 -1.48680  -0.094
H18 3.09020 -1.63652 2.25590  0.063

Cartesian forces, eV/Å:
H 0.04 0.08 0.01
H -0.23 -0.16 -0.01
H -0.02 -0.08 0.01
N 0.05 0.87 -0.07
C 0.07 0.14 0.04
H 0.05 -0.08 -0.02
O 0.15 -0.10 0.08
H -0.05 0.11 -0.03
C -0.02 0.02 0.02
C 0.40 0.47 -0.05
C 0.68 -0.29 0.11
C -0.45 -0.19 -0.10
C -0.41 -0.19 0.54
H 0.02 -0.15 -0.02
H -0.07 0.04 -0.02
O -0.43 -0.55 -0.04
H 0.03 0.11 0.01
C -0.34 -0.14 -0.10
H 0.04 0.15 -0.01
H -0.06 -0.10 0.01
C 0.54 0.21 -0.09
N 0.40 -0.07 -0.04
C -0.01 0.07 0.00
H 0.00 -0.09 -0.01
C 0.29 0.11 0.32
C -0.15 -0.09 -0.01
Cl 0.23 0.17 0.13
H 0.01 -0.19 0.02
C -0.24 0.07 -0.05
H -0.07 0.04 -0.07
C 0.15 -0.13 0.09
C -0.08 0.11 -0.48
C -0.27 -0.05 -0.13
N 0.11 -0.05 -0.17
H -0.10 -0.01 -0.02
C -0.32 -0.26 -0.04
H 0.08 -0.04 0.06
H -0.03 0.08 0.11
H 0.07 0.07 0.01
C 0.00 0.11 0.00
C -0.15 0.00 0.01
H 0.08 -0.03 0.00

Summary:
SMILES string ... Cc1cc(OCCn2cc(/C(N)=N/O)c3ccccc32)ccc1Cl
Total charge ... 0
Kohn-Sham gap ... 8.42 eV

(4)
The following is a quantum chemistry calculation of C18H18CoN5O2SSe as an isolated structure, from the OMol25 dataset.

Last column: Löwdin charge in e.
Element x y z (Å)
C1 -4.52213 -2.36369 2.14440  -0.068
H1 -2.68054 -3.54537 -1.30996  0.082
H2 -4.92684 -2.21048 3.14125  0.089
H3 -5.33012 -2.23155 1.42387  0.094
C2 3.21358 5.81289 0.62407  -0.082
C3 2.94331 4.48161 0.35820  -0.029
H4 3.72277 3.81287 0.02035  0.107
H5 1.21335 -5.51290 -1.40568  0.105
C4 2.55251 -0.46073 -0.59752  -0.031
H6 4.21774 6.19464 0.49303  0.101
N1 2.28995 1.76489 -0.13872  0.106
C5 1.34164 2.56929 0.24292  -0.434
C6 0.50002 -3.58067 -0.89614  -0.003
Se1 -0.45386 1.02986 -2.31731  0.863
Co1 -0.09315 0.39941 -0.14028  0.121
C7 2.81569 -4.06920 -1.38730  -0.093
C8 0.91130 6.16818 1.22121  -0.078
C9 2.19879 6.65779 1.05668  -0.089
C10 -3.04610 -3.23574 -0.33388  -0.063
C11 -1.39948 -0.45190 -2.85672  -0.724
H7 -4.14932 -3.38342 2.08470  0.074
H8 3.60741 -0.20682 -0.66224  0.139
C12 0.79825 -2.21950 -0.67628  -0.302
H9 0.11918 6.82520 1.55566  0.102
H10 3.58127 -4.78166 -1.65997  0.099
O1 0.11103 2.17684 0.39151  -0.206
C13 0.63527 4.83593 0.95429  -0.018
S1 -2.21226 0.56886 0.71687  0.792
N2 -3.47323 -1.37457 1.94113  -0.030
N3 -2.88429 -1.79284 -0.27527  -0.004
C14 -2.90144 -1.01662 0.78202  -0.735
H11 -2.44642 -3.72330 0.43614  0.092
H12 -2.44887 -1.38660 -1.09636  0.044
C15 2.14351 -1.80774 -0.82863  -0.135
N4 -2.01881 -1.38405 -3.14875  0.070
H13 4.15282 -2.41226 -1.28330  0.113
N5 1.75042 0.50474 -0.31154  -0.110
O2 -0.18130 -1.42351 -0.33317  -0.190
C16 3.12909 -2.75294 -1.17924  -0.044
H14 2.41288 7.69856 1.26318  0.100
C17 1.65084 3.98907 0.52328  -0.145
H15 -0.53097 -3.89125 -0.79393  0.086
H16 -0.36394 4.44050 1.07242  0.116
H17 -4.08479 -3.54635 -0.24064  0.080
H18 -3.34422 -0.68919 2.66654  0.108
C18 1.47945 -4.47626 -1.24090  -0.071

Cartesian forces, eV/Å:
C -0.03 0.02 -0.02
H -0.05 -0.01 0.00
H -0.01 0.00 -0.01
H 0.01 -0.01 -0.02
C 0.00 0.01 0.00
C -0.01 0.00 0.01
H -0.01 0.00 0.00
H 0.01 -0.01 -0.01
C 0.08 0.20 -0.05
H 0.00 0.00 0.00
N 0.13 0.03 0.03
C -0.08 -0.01 -0.01
C 0.01 -0.01 -0.03
Se -0.02 0.01 -0.20
Co -0.17 0.13 0.33
C -0.08 -0.06 0.00
C 0.01 0.00 0.00
C 0.00 0.00 0.00
C 0.00 -0.02 0.02
C -0.01 -0.05 0.04
H 0.01 0.00 0.01
H 0.01 -0.01 0.00
C 0.06 0.01 -0.15
H 0.00 0.00 0.00
H 0.00 -0.01 0.00
O -0.05 0.09 -0.02
C 0.01 0.01 -0.01
S 0.00 -0.07 0.00
N 0.06 -0.08 0.04
N -0.27 -0.12 -0.16
C 0.09 0.31 0.06
H -0.03 0.01 0.02
H -0.08 -0.07 0.07
C -0.04 -0.12 0.05
N 0.08 0.08 -0.02
H 0.00 0.00 0.00
N 0.06 -0.21 -0.09
O 0.17 -0.11 0.14
C -0.03 0.07 0.02
H 0.00 0.00 0.00
C 0.02 0.01 0.00
H 0.10 -0.01 -0.01
H 0.00 0.00 0.00
H -0.01 0.01 -0.01
H 0.00 0.00 0.00
C 0.08 -0.01 -0.01

Summary:
Total charge ... 0
Kohn-Sham gap (alpha / beta) ... 6.97 / 6.97 eV